# 1
70
Properties=species:S:1:pos:R:3:forces:R:3:mulliken_charge:R:1 method="wB97M-V/def2-TZVPD" e_homo_ev="-11.34 / -11.34" energy_ev=-87308.0916 fmax_ev_per_a=0.81 spin_multiplicity=4 total_charge=+1
C 4.92642 -4.56239 1.92277 0.045 -0.049 0.031 -0.266
C 5.95885 -0.29308 4.66070 -0.014 -0.001 0.016 -0.499
N 0.99958 0.13905 3.46081 0.445 0.168 0.471 0.522
H 5.60905 -0.49523 1.30047 0.019 -0.025 0.019 0.451
N -1.38352 0.98462 -0.43291 -0.214 -0.078 0.152 0.503
C 4.26689 -1.90087 4.07381 0.021 0.001 -0.019 -0.174
C -4.89936 0.43250 0.62571 0.021 0.065 -0.052 -0.958
Cr 0.31784 -0.22553 -0.10247 0.228 -0.338 -0.028 -0.955
C -2.51198 0.44932 0.10161 0.133 -0.077 -0.027 -0.099
H 3.55448 3.73072 -2.66791 0.013 -0.037 0.014 0.485
C 2.61162 -6.03821 2.30029 -0.001 0.035 -0.010 -0.985
H -5.64170 -1.23572 1.69754 0.015 0.008 -0.023 0.425
H 5.83880 -3.98727 1.80320 -0.018 0.000 0.000 0.439
O 0.18993 -0.83124 -1.91432 -0.058 0.115 -0.099 -0.033
O 1.89203 0.51726 3.94469 -0.439 -0.245 -0.286 0.038
C 2.83577 2.99548 -0.78309 0.112 0.036 -0.023 -0.831
C 5.44097 -0.71024 2.34782 -0.024 0.129 0.020 -0.383
O 1.57890 -1.71277 2.65404 -0.209 -0.213 -0.005 -0.885
H -1.93680 -4.26368 2.31291 0.004 0.014 0.001 0.535
O 0.71307 -0.28026 -4.03909 -0.011 -0.016 -0.024 -0.664
H -0.04586 -3.04016 1.27138 -0.008 0.015 -0.018 0.666
O 0.84127 0.90867 1.48289 -0.180 0.222 0.094 -0.448
N -1.16311 -1.40504 0.75950 -0.083 -0.114 0.095 0.607
N 1.95772 -1.37502 0.41713 -0.046 0.119 -0.798 1.081
C 3.08853 -1.58367 -0.44143 -0.099 -0.019 0.093 -0.498
C -3.34060 -2.70010 1.89592 -0.025 0.019 0.001 -0.789
H 6.53693 0.22554 5.41423 -0.004 -0.005 -0.006 0.433
H 4.90659 -2.50840 -0.11825 -0.044 -0.042 -0.070 0.297
C 4.48677 -1.64633 2.71955 -0.003 -0.100 -0.038 -0.541
H -4.19066 -3.20279 2.34103 0.016 0.001 -0.008 0.470
C 2.26824 -1.81294 1.61943 0.137 0.124 0.761 -1.005
H 2.44304 1.91432 -4.00544 -0.015 0.040 0.014 0.608
C -4.78153 -0.75972 1.24350 0.011 -0.041 0.040 -0.992
H 6.92285 0.68710 3.01690 -0.008 -0.008 0.001 0.437
C -2.39117 -0.82699 0.74804 0.079 0.041 -0.013 0.352
C 2.06543 2.01731 -0.19520 -0.048 -0.037 0.137 0.300
C -1.03183 -2.60226 1.30227 0.060 0.012 -0.079 -0.339
C 2.34804 1.97634 -2.93005 0.123 0.086 -0.025 -0.902
C 4.99906 -1.22631 5.03745 -0.016 -0.003 -0.012 -0.910
C -1.48374 2.12937 -1.07989 0.048 0.050 0.009 0.041
O 3.14335 -1.29572 -1.60936 -0.057 0.067 -0.033 -0.669
C 0.78561 -0.12174 -2.85148 0.044 -0.094 0.163 0.380
C 6.17626 -0.03637 3.31775 -0.015 0.000 -0.020 -0.885
H 4.83205 -1.43996 6.08576 0.000 0.009 -0.016 0.454
H -4.78707 2.78674 -0.78050 0.020 0.003 0.008 0.469
H 5.96259 -6.42746 2.08190 -0.005 0.007 -0.011 0.414
C -3.75968 1.06531 0.01917 -0.107 0.006 0.007 0.666
C 3.67912 -2.41212 1.67038 0.089 -0.024 -0.072 4.078
H -2.71527 3.73717 -1.78592 0.001 -0.010 0.014 0.450
C -3.51448 -1.43369 1.30726 -0.069 -0.021 0.019 0.864
H -5.85682 0.93456 0.56927 0.012 -0.012 -0.005 0.438
C 1.76059 1.82757 1.28110 0.177 0.104 -0.249 0.339
H 3.31725 3.74560 -0.17153 -0.008 0.002 -0.011 0.618
C 2.96680 2.96778 -2.17330 -0.042 -0.049 -0.038 -0.571
H 1.70562 -6.61010 2.45668 0.016 0.011 -0.008 0.455
C -2.69671 2.80901 -1.23285 -0.009 0.039 -0.018 -1.192
C 3.69385 -3.91734 1.92891 -0.095 0.128 0.022 -0.386
H 3.89532 -7.75103 2.39720 0.010 0.014 0.016 0.406
O 2.32790 2.44047 2.15400 -0.071 0.069 -0.050 -0.699
N 1.47341 1.09488 -0.94592 0.216 0.288 -0.099 1.268
C 3.83946 -6.67773 2.27261 -0.005 0.004 -0.005 -0.491
C 2.53858 -4.66007 2.12949 0.037 -0.021 -0.020 0.101
C 1.59437 1.03085 -2.26337 -0.124 -0.135 0.039 0.397
C -2.10193 -3.28497 1.88587 -0.055 -0.035 0.005 -1.032
H -0.57692 2.54448 -1.50014 0.029 -0.049 -0.003 0.381
H 3.53016 -2.63753 4.36871 0.023 -0.023 -0.011 0.454
C -3.83338 2.28337 -0.67954 -0.022 -0.002 0.013 -0.594
H 1.57608 -4.16791 2.17410 0.007 -0.017 0.020 0.308
N 4.08959 -2.11216 0.31482 0.027 -0.077 0.034 0.008
C 4.99927 -5.93467 2.08839 0.007 -0.032 0.005 -0.960

***

# 2
10
Properties=species:S:1:pos:R:3:forces:R:3:mulliken_charge:R:1 method="wB97M-V/def2-TZVPD" e_homo_ev=-9.13 energy_ev=-16080.1190 smiles=C#CC#CCS fmax_ev_per_a=6.44 spin_multiplicity=1 total_charge=0
C 0.14850 0.54117 0.01362 -5.812 -2.403 -1.378 0.026
S 2.23009 -0.87283 -0.03860 1.703 -3.578 -0.706 -0.254
C -3.46437 -0.64332 0.02848 2.490 0.366 0.121 -0.249
C -2.32685 -0.16350 -0.17124 -4.575 -2.603 0.946 -0.484
H 1.84428 1.31203 -0.77848 0.382 0.656 -0.029 0.304
H -4.33933 -1.25591 0.39350 1.377 1.430 -0.921 0.343
H 1.78992 0.99456 0.98354 0.979 2.094 2.568 0.289
C -0.98811 0.06201 -0.19981 3.880 2.746 0.888 0.344
H 3.57052 -0.67243 -0.27953 -0.881 0.460 0.212 0.127
C 1.53535 0.69821 0.04851 0.457 0.832 -1.700 -0.445